Molecular formula: C4H8N2O
Method: DFT, ωB97M-V/def2-TZVPD

Geometry as XYZ:
```
15
Properties=species:S:1:pos:R:3:forces:R:3
H 2.6224 -0.6504 0.4694 -0.153 0.113 -0.002
H -0.9809 1.6300 0.9899 0.008 -0.026 -0.115
C 1.8076 0.0818 0.4402 -0.032 0.022 -0.012
O 0.1010 -1.5863 -0.1492 -0.034 0.017 0.086
H -0.9989 0.3807 -1.6047 0.030 0.054 -0.083
H 1.2220 -0.4772 -1.5639 -0.067 -0.139 0.142
H 2.2272 1.0548 0.1672 -0.102 -0.114 0.001
H -1.4345 2.2231 -0.4740 0.031 -0.045 0.155
C -0.6049 0.3647 -0.5908 0.372 0.182 0.356
N -2.1749 -1.3021 0.5435 0.461 0.020 -0.022
N -0.7346 1.6746 0.0079 -0.093 -0.291 -0.080
H 1.3841 0.1606 1.4476 -0.014 -0.005 -0.181
H -2.1288 -2.2808 0.8277 -0.009 0.040 0.070
C 0.7723 -0.3520 -0.5739 0.263 0.188 -0.110
C -1.0790 -0.9212 0.0634 -0.662 -0.017 -0.206
```
Forces are in eV/Å.

Properties
Kohn-Sham gap = 10.6 eV
HOMO = -9.71 eV